No. 1
{"formula": "C13H24BrN4O4P", "method": "ωB97M-V/def2-TZVPD", "elements": ["C", "P", "C", "C", "C", "O", "N", "C", "Br", "C", "O", "C", "N", "H", "H", "H", "H", "H", "H", "H", "H", "H", "H", "C", "N", "C", "C", "O", "H", "H", "H", "H", "H", "H", "H", "C", "N", "C", "C", "O", "H", "H", "H", "H", "H", "H", "H"], "positions_angstrom": [[-4.58002, 1.10103, 0.98009], [-3.68442, 0.16355, -0.32071], [-4.66728, 0.53633, -1.82431], [-2.09414, 1.07215, -0.64617], [-1.35842, 1.84288, 0.43343], [-1.59743, 1.97762, 1.59128], [-0.14297, 2.32916, -0.20438], [0.18128, 1.33109, -1.22212], [1.98993, 0.66930, -0.95695], [-0.91433, 0.23951, -1.14191], [-0.64230, -0.72268, -0.09123], [0.01438, -1.76285, -0.48663], [0.65885, -2.65475, -0.82141], [-5.23972, 0.39149, 1.47559], [-5.20944, 1.87542, 0.53335], [-3.90937, 1.56101, 1.69902], [-4.17586, 0.16945, -2.72232], [-4.86654, 1.60951, -1.90468], [-5.63120, 0.04875, -1.68269], [-2.29133, 1.80051, -1.44360], [-0.36138, 3.20918, -0.66129], [0.19832, 1.72003, -2.23702], [-1.13936, -0.27517, -2.07229], [1.01598, 2.80936, 3.37972], [0.64632, 2.98943, 4.76954], [1.58567, 3.60338, 5.68973], [-0.55490, 2.60265, 5.24289], [-0.91262, 2.73390, 6.39844], [1.90245, 2.17583, 3.29999], [1.23163, 3.77448, 2.91509], [0.19418, 2.33962, 2.84303], [1.82132, 2.92033, 6.50659], [1.15865, 4.50806, 6.12416], [2.49766, 3.85442, 5.15295], [-1.19672, 2.14843, 4.46983], [4.67056, -4.94353, -3.58824], [3.30819, -4.47615, -3.71440], [2.34437, -4.79836, -2.66941], [2.89958, -3.74749, -4.76969], [1.76938, -3.32674, -4.92860], [4.70030, -6.03448, -3.54173], [5.13098, -4.54446, -2.68176], [5.25299, -4.61603, -4.44778], [1.51747, -5.37142, -3.09126], [1.93673, -3.88953, -2.23499], [2.83648, -5.38446, -1.89664], [3.70607, -3.55977, -5.50051]], "forces_ev_per_a": [[-0.2, 0.4, -0.5], [0.3, -1.4, 0.5], [0.1, 0.7, 0.4], [-0.6, 0.2, 0.0], [0.2, 0.2, -0.2], [-0.3, 0.2, -0.1], [-0.3, -0.5, -0.2], [0.2, -0.1, -0.2], [0.0, 0.0, 0.0], [-0.4, 0.4, 0.2], [0.0, -0.1, -0.2], [0.3, 0.2, 0.1], [-0.2, -0.2, 0.1], [0.1, 0.0, 0.1], [0.1, 0.1, 0.1], [0.0, -0.1, 0.1], [-0.1, -0.1, 0.0], [0.1, 0.0, -0.2], [0.0, -0.2, -0.2], [0.1, 0.1, 0.0], [0.3, 0.2, 0.3], [-0.1, 0.2, 0.1], [0.4, -0.1, -0.1], [0.0, 0.0, 0.2], [0.0, 0.0, -0.1], [-0.1, 0.0, 0.0], [-0.1, 0.0, 0.0], [0.0, 0.0, 0.0], [0.0, 0.0, -0.1], [0.0, 0.0, -0.1], [0.1, 0.1, 0.1], [0.0, 0.0, 0.0], [0.0, 0.0, 0.0], [0.0, 0.0, 0.0], [0.0, 0.0, 0.0], [-0.1, 0.0, 0.1], [0.1, -0.1, 0.0], [0.0, 0.1, -0.2], [0.0, 0.0, 0.0], [0.0, 0.0, 0.0], [0.0, 0.0, 0.0], [0.0, 0.0, 0.0], [0.0, 0.0, 0.0], [0.0, 0.0, 0.0], [0.0, -0.1, 0.0], [0.0, 0.0, 0.0], [0.0, 0.0, 0.0]], "mulliken_charge": [-0.96, 0.13, -1.23, -0.24, 0.16, -0.49, -0.31, -0.27, -0.16, -0.25, -0.42, 0.60, -0.55, 0.35, 0.31, 0.27, 0.33, 0.40, 0.39, 0.44, 0.32, 0.49, 0.59, -0.44, 0.14, -0.97, 0.12, -0.60, 0.35, 0.33, -0.16, 0.29, 0.29, 0.39, 0.27, -0.92, 0.15, -0.81, 0.12, -0.59, 0.33, 0.33, 0.30, 0.28, 0.31, 0.36, 0.25], "e_homo_ev": -8.9, "total_energy_ev": -107350.197, "smiles": "CP(C)[C@H]1C(=O)N[C@@H](Br)[C@H]1OC#N.CN(C)C=O.CN(C)C=O", "lumo_energy_ev": -0.09}



No. 2
{"formula": "C7H15NOS3", "method": "ωB97M-V/def2-TZVPD", "elements": ["C", "C", "N", "C", "C", "C", "S", "S", "S", "C", "C", "O", "H", "H", "H", "H", "H", "H", "H", "H", "H", "H", "H", "H", "H", "H", "H"], "positions_angstrom": [[-1.24764, 2.06028, 0.70394], [-1.51733, 1.52089, -0.70842], [-1.43480, 0.01503, -0.77873], [-2.36493, -0.67578, 0.08717], [-1.64237, -1.27333, 1.29003], [-0.58850, -0.64767, -1.58624], [-0.67516, -2.26870, -1.89624], [0.76700, 0.28286, -2.54051], [1.77588, 1.35026, -1.11833], [2.99801, 0.24231, -0.51812], [2.56321, -0.80193, 0.48139], [3.67173, -1.56776, 0.95591], [-0.15589, 2.10033, 0.93717], [-1.84424, 1.48801, 1.48664], [-1.59646, 3.12694, 0.89472], [-2.53007, 1.75217, -1.00991], [-0.80468, 2.01854, -1.40682], [-2.83658, -1.41088, -0.56778], [-3.16990, 0.04417, 0.33593], [-0.67965, -1.79987, 1.04090], [-2.37693, -2.00809, 1.81208], [-1.39585, -0.35524, 1.92610], [3.74752, 0.88714, -0.05860], [3.54823, -0.23826, -1.34090], [2.06576, -0.33231, 1.34516], [1.70585, -1.40318, 0.06194], [4.01781, -2.10593, 0.17150]], "forces_ev_per_a": [[-0.5, 0.7, 1.4], [0.8, 0.0, 0.2], [1.6, 2.2, -0.7], [-0.4, -0.5, -0.9], [-0.7, 0.1, 1.3], [0.1, 0.2, -0.3], [0.1, 0.2, 0.0], [-1.0, -0.6, 0.9], [-0.7, 0.6, -0.4], [1.4, -0.7, 0.0], [-1.4, -0.4, 0.3], [0.1, -0.9, -1.9], [-0.9, -0.5, -0.1], [1.0, 0.6, -0.9], [0.3, -1.2, -0.9], [-0.3, 0.2, -0.2], [-0.7, -0.8, 0.4], [0.0, -0.4, 0.4], [0.6, -0.4, 0.3], [-1.2, 0.5, 0.0], [1.5, 1.3, -0.6], [-0.2, -1.8, -0.3], [0.0, 0.2, 0.2], [-0.4, 0.1, 0.0], [0.6, 0.0, 0.0], [1.1, 0.0, 0.0], [-0.7, 1.1, 1.7]], "mulliken_charge": [-0.75, -0.75, 0.21, -1.22, -0.62, 0.24, -0.24, -0.12, -0.11, -0.53, -0.23, -0.55, 0.15, 0.24, 0.34, 0.38, 0.42, 0.56, 0.42, 0.19, 0.31, 0.21, 0.32, 0.38, 0.25, 0.18, 0.34], "e_homo_ev": -8.2, "total_energy_ev": -43544.847, "e_above_lowest_kcal_mol": 0.0, "smiles": "CCN(CC)C(=S)SSCCO", "lumo_energy_ev": 0.36}



No. 3
{"formula": "C7H14", "method": "ωB97M-V/def2-TZVPD", "elements": ["C", "C", "C", "C", "C", "C", "C", "H", "H", "H", "H", "H", "H", "H", "H", "H", "H", "H", "H", "H", "H"], "positions_angstrom": [[1.78465, -0.92661, 0.79039], [1.08647, -0.58089, -0.52632], [0.03896, 0.51744, -0.40514], [0.63718, 1.89605, -0.21069], [-1.19758, 0.44499, -1.26143], [-1.30479, 0.22633, 0.22549], [-1.70707, -1.12761, 0.77364], [2.51965, -1.72721, 0.65610], [2.31948, -0.06483, 1.20053], [1.06816, -1.25677, 1.54987], [1.83636, -0.25411, -1.26184], [0.64509, -1.48829, -0.95055], [1.39094, 1.91007, 0.58243], [-0.12226, 2.64010, 0.04564], [1.11575, 2.22381, -1.14194], [-1.59203, 1.36958, -1.67805], [-1.31392, -0.42191, -1.90915], [-1.74012, 1.06563, 0.77072], [-1.42896, -1.23763, 1.82916], [-1.24134, -1.95241, 0.22100], [-2.79461, -1.25575, 0.70013]], "forces_ev_per_a": [[0.0, 0.0, 0.1], [0.0, -0.1, -0.1], [0.1, 0.0, 0.1], [0.0, 0.1, -0.1], [0.0, 0.0, -0.2], [-0.1, 0.0, 0.1], [0.0, 0.0, 0.0], [-0.1, 0.1, 0.0], [-0.1, -0.1, 0.0], [0.0, 0.0, -0.1], [-0.1, 0.0, 0.1], [-0.1, 0.1, 0.1], [-0.1, 0.0, -0.1], [0.0, -0.1, 0.0], [0.0, 0.0, 0.1], [0.1, -0.1, 0.1], [0.0, 0.1, 0.1], [0.1, -0.2, -0.1], [0.0, 0.0, -0.2], [-0.1, 0.2, 0.1], [0.2, 0.0, 0.0]], "mulliken_charge": [-1.05, -0.86, 1.27, -1.52, -1.02, 0.14, -1.50, 0.37, 0.29, 0.23, 0.35, 0.35, 0.33, 0.40, 0.32, 0.30, 0.27, 0.35, 0.32, 0.27, 0.40], "e_homo_ev": -9.7, "total_energy_ev": -7485.575, "e_above_lowest_kcal_mol": 16.6, "smiles": "CC[C@@]1(C)C[C@H]1C", "lumo_energy_ev": 1.14}



No. 4
{"formula": "C5H4", "method": "ωB97M-V/def2-TZVPD", "elements": ["C", "C", "C", "C", "C", "H", "H", "H", "H"], "positions_angstrom": [[3.22181, 0.63382, -0.01522], [1.99007, 0.59955, -0.00149], [0.65196, 0.36309, 0.00734], [-0.51114, 0.04743, 0.00978], [-1.92552, -0.25600, 0.00277], [3.44992, -0.43109, -0.00890], [-2.18876, -0.91044, 0.83749], [-2.21478, -0.73128, -0.93790], [-2.47357, 0.68490, 0.10613]], "forces_ev_per_a": [[-0.8, -0.5, 0.0], [0.0, 0.2, 0.0], [-0.7, 0.3, 0.0], [0.3, 0.2, 0.0], [-0.2, 0.0, 0.0], [1.5, -0.1, 0.0], [0.0, 0.1, -0.1], [0.0, 0.0, 0.1], [-0.1, -0.2, 0.0]], "mulliken_charge": [-0.91, 0.48, 0.18, 0.11, -0.97, 0.26, 0.27, 0.27, 0.29], "e_homo_ev": -9.4, "total_energy_ev": -5244.858, "e_above_lowest_kcal_mol": 30.8, "smiles": "C#CC#CC", "lumo_energy_ev": 0.11}



No. 5
{"formula": "C9H14", "method": "ωB97M-V/def2-TZVPD", "elements": ["C", "C", "C", "C", "C", "C", "C", "H", "H", "H", "H", "H", "H", "H", "H", "C", "C", "H", "H", "H", "H", "H", "H"], "positions_angstrom": [[-1.10269, 0.20894, 3.95553], [-0.90117, 0.53208, 2.51994], [-0.59765, -0.44558, 1.59731], [-0.26857, -0.15859, 0.25009], [-0.40982, 1.14005, -0.18392], [-0.68028, 2.16460, 0.72660], [-0.95889, 1.84871, 2.03936], [-0.26611, 0.49575, 4.59517], [-1.28512, -0.85068, 4.12865], [-1.98799, 0.74989, 4.30651], [-0.36612, -1.46127, 1.90574], [-0.03523, -1.01241, -0.36843], [-0.03091, 1.44146, -1.15490], [-0.79063, 3.17476, 0.35639], [-1.21947, 2.65615, 2.71741], [1.87501, -0.94895, -2.98828], [0.87407, -1.68495, -3.86580], [2.38084, -0.17317, -3.55846], [1.49230, -0.37197, -2.14322], [2.44255, -1.69484, -2.42486], [0.13066, -1.01916, -4.31407], [1.43714, -2.12494, -4.68985], [0.26807, -2.46587, -3.40690]], "forces_ev_per_a": [[-0.6, 0.1, 0.6], [0.3, 0.3, -0.8], [1.3, -0.5, -0.9], [-1.3, -0.2, 1.4], [1.5, 0.5, -0.3], [-0.7, -0.6, -0.2], [-0.2, 0.3, 0.5], [0.1, 0.1, -0.2], [0.0, 0.0, -0.1], [0.1, -0.1, 0.2], [-0.5, 0.0, 0.3], [0.2, 0.2, -0.3], [-0.5, -0.2, -0.3], [0.2, 0.1, 0.2], [0.0, -0.1, 0.1], [-0.7, 0.0, 1.1], [-0.4, 0.4, -0.5], [0.8, -0.6, -0.1], [-0.9, 0.0, -0.2], [0.9, 0.3, -0.7], [0.2, 0.2, 0.0], [-0.2, -0.2, 0.0], [0.4, -0.1, 0.4]], "mulliken_charge": [-1.36, 0.77, -0.45, -0.30, -0.41, -0.51, -0.32, 0.28, 0.36, 0.34, 0.26, 0.35, 0.33, 0.35, 0.32, -0.66, -0.89, 0.32, 0.07, 0.28, 0.28, 0.29, 0.31], "e_homo_ev": -9.1, "total_energy_ev": -9559.644, "e_above_lowest_kcal_mol": 12.4, "smiles": "Cc1ccccc1.CC", "lumo_energy_ev": 1.02}



No. 6
{"formula": "C2H2N2", "method": "ωB97M-V/def2-TZVPD", "elements": ["C", "C", "N", "N", "H", "H"], "positions_angstrom": [[0.82816, 0.53899, -0.02180], [1.26757, -0.89437, -0.09357], [1.98993, 1.00443, -0.05946], [2.44296, -0.42169, 0.10846], [-1.30553, 1.91302, 0.46196], [0.79029, -1.79122, -0.29182]], "forces_ev_per_a": [[-1.1, 1.9, -0.2], [1.9, 1.5, 0.4], [-0.8, 2.1, 0.3], [0.0, -3.4, -0.4], [0.4, -0.3, -0.1], [-0.3, -1.9, 0.0]], "mulliken_charge": [0.04, -0.01, -0.27, -0.19, 0.07, 0.36], "e_homo_ev": [-10.2, -9.2], "total_energy_ev": -5077.335, "e_above_lowest_kcal_mol": 181.0, "lumo_energy_ev": [-1.11, -1.06]}



No. 7
{"formula": "C2H4N2S2", "method": "ωB97M-V/def2-TZVPD", "elements": ["N", "N", "C", "S", "C", "S", "H", "H", "H", "H"], "positions_angstrom": [[-0.16759, -0.93313, -0.94415], [0.01199, 0.04888, 0.03313], [-0.68505, 1.21142, -0.04313], [-1.81390, 1.62983, -1.13455], [1.00145, -0.20867, 0.96084], [1.79253, -1.60548, 1.13925], [-1.15512, -0.91417, -1.24141], [-0.04974, -1.81442, -0.44149], [-0.44948, 1.86737, 0.82054], [1.18698, 0.64485, 1.65798]], "forces_ev_per_a": [[-0.9, -0.5, -0.1], [0.4, -0.5, -0.1], [0.0, 0.8, 1.0], [0.2, -0.3, 0.1], [-0.3, 1.1, 0.8], [0.0, 0.0, -0.1], [0.5, 0.4, 0.1], [0.3, 0.0, -0.2], [0.0, -0.3, -0.6], [-0.3, -0.6, -0.8]], "mulliken_charge": [-0.63, 0.39, -0.03, -0.30, 0.00, -0.32, 0.25, 0.23, 0.21, 0.21], "e_homo_ev": -9.1, "total_energy_ev": -26788.099, "e_above_lowest_kcal_mol": 44.2, "smiles": "NN(C=S)C=S", "lumo_energy_ev": -0.97}



No. 8
{"formula": "C6H9N", "method": "ωB97M-V/def2-TZVPD", "elements": ["C", "C", "N", "C", "C", "C", "C", "H", "H", "H", "H", "H", "H", "H", "H", "H"], "positions_angstrom": [[1.17625, 1.57095, -0.05655], [0.51869, 1.38986, -1.40739], [0.64157, 0.26694, -0.40273], [1.06591, -1.09003, -0.03830], [-0.31035, -0.59426, 0.20013], [-1.37690, -0.34306, 1.18343], [-1.69408, -0.83005, -0.22854], [0.64952, 2.08668, 0.74993], [2.26072, 1.54164, 0.09326], [1.29993, 1.22363, -2.16198], [1.75494, -1.15630, 0.80136], [1.24481, -1.77864, -0.85999], [-1.60322, 0.69767, 1.40499], [-1.50882, -1.03204, 2.01272], [-2.03656, -1.85332, -0.35493], [-2.08241, -0.09967, -0.93540]], "forces_ev_per_a": [[0.0, 0.0, 0.3], [0.3, 0.0, -0.2], [-0.1, 0.0, 0.1], [0.1, -0.2, 0.0], [-0.1, 0.0, 0.0], [0.0, 0.1, 0.2], [0.0, -0.1, -0.2], [0.0, 0.0, -0.2], [-0.2, 0.0, -0.1], [-0.1, 0.0, 0.1], [-0.1, 0.0, -0.2], [0.0, 0.1, 0.1], [0.1, -0.2, 0.0], [0.0, 0.1, -0.1], [0.1, 0.2, 0.0], [0.0, -0.1, 0.1]], "mulliken_charge": [-0.60, -0.53, 0.41, -0.26, 0.26, -0.63, -0.68, 0.20, 0.27, 0.12, 0.23, 0.24, 0.23, 0.23, 0.22, 0.28], "e_homo_ev": -7.2, "total_energy_ev": -7852.030, "e_above_lowest_kcal_mol": 141.4, "lumo_energy_ev": 0.90}



No. 9
{"formula": "CH3NO4P", "method": "ωB97M-V/def2-TZVPD", "elements": ["C", "N", "O", "O", "O", "O", "P", "H", "H", "H"], "positions_angstrom": [[-2.28300, -0.05071, 0.19511], [-2.93927, 0.91557, 0.00480], [-3.68102, 1.79146, -0.17790], [2.67298, 0.27784, 0.00763], [0.32891, -0.24200, 0.35873], [-0.66020, -2.46779, -0.25544], [-0.85009, -1.05661, -0.03290], [3.49740, 0.11303, 0.43724], [1.35959, -0.25061, 0.16571], [2.55470, 0.96982, -0.70298]], "forces_ev_per_a": [[1.4, -0.9, -0.5], [-0.2, -0.4, -0.3], [0.6, -0.4, 0.3], [-2.8, 0.5, -1.6], [-0.4, 1.2, 0.0], [-1.3, 0.2, -0.4], [-0.8, 0.4, 1.0], [1.1, 0.4, -0.1], [0.9, 0.1, 0.3], [1.4, -1.0, 1.4]], "mulliken_charge": [0.14, 0.59, -0.39, -0.59, -0.34, -0.42, 0.82, 0.32, 0.51, 0.36], "charge": 1, "e_homo_ev": -16.0, "total_energy_ev": -20043.936, "e_above_lowest_kcal_mol": 53.6, "lumo_energy_ev": -6.65}



> Number 7 is which compound?

C2H4N2S2



> What is the formula in the second record?

C7H15NOS3



> Number 5 is which compound?

C9H14